7
Properties=species:S:1:pos:R:3 method="wB97M-V/def2-TZVPD" homo_ev=-10.99 lumo_energy_ev=0.63 charge=0
O 0.781 0.782 0.409
O 1.530 0.125 -1.699
O -0.421 -0.407 -0.718
N -0.169 0.386 1.221
C -0.911 -0.294 0.516
C 0.749 0.324 -0.798
H -1.559 -0.916 1.069

87
Properties=species:S:1:pos:R:3 method="wB97M-V/def2-TZVPD" homo_ev=-3.89 lumo_energy_ev=1.59 charge=-1
As -2.675 0.018 -5.056
O -4.481 0.830 -1.194
O -4.274 -0.628 0.509
O -0.564 -1.839 -2.413
O 2.056 -3.491 -0.255
C 3.404 -0.382 1.613
C 7.284 0.165 5.819
C 2.868 -3.239 2.159
C 4.175 0.132 4.093
C -2.064 0.463 -6.985
C 4.802 -0.698 5.292
C -4.970 -0.239 -0.401
C -5.159 2.162 -3.992
C -0.761 -0.325 -4.456
C -3.934 2.771 -4.800
C -4.552 3.256 -1.633
C 0.752 -2.926 -0.611
C 0.749 -2.279 -2.067
C -0.592 -0.477 -2.882
C 5.757 -0.745 7.669
C -1.807 0.551 -8.189
C -2.563 1.989 -4.581
C 5.254 1.553 6.680
C -4.702 2.101 -0.535
C -3.169 -2.795 -4.236
C -3.340 -3.414 -3.194
C -7.599 -0.306 -0.588
C 5.746 0.102 6.284
C -5.647 3.059 -2.768
C 3.660 -0.922 2.989
C 2.880 -1.288 0.537
C 2.582 -2.726 0.797
C 2.833 0.921 4.523
C 5.210 1.068 3.322
C -6.342 -0.932 -0.710
C -2.853 -1.982 -5.530
C 3.393 -2.353 3.260
H -1.522 -0.003 -2.420
H -6.292 -2.001 -1.068
H 1.564 -1.516 -2.222
H 5.917 1.628 3.993
H -0.296 -1.181 -5.037
H -1.556 0.619 -9.269
H -2.224 2.131 -3.504
H -4.147 0.203 -5.588
H -3.276 -0.329 -3.656
H -1.926 -2.360 -6.046
H 2.689 -0.854 -0.481
H -6.535 2.535 -2.297
H -8.280 -0.591 0.265
H 0.994 -3.140 -2.778
H 3.555 0.682 1.303
H 7.435 -0.221 4.773
H -4.692 4.234 -1.075
H 7.618 1.249 5.878
H 2.226 0.164 5.116
H -3.723 -2.131 -6.234
H -6.041 2.128 -4.711
H 0.279 0.158 -2.546
H -4.984 1.097 -3.648
H 0.365 -2.189 0.147
H -3.316 -3.641 -2.099
H 5.454 -1.503 4.813
H 2.270 1.099 3.562
H -7.865 0.514 -1.320
H -4.204 2.726 -5.903
H 6.550 -1.539 7.688
H 4.290 1.454 7.277
H -5.749 2.201 -0.122
H 5.025 2.235 5.816
H 4.707 -1.136 7.802
H 5.851 0.484 2.587
H -3.845 3.885 -4.566
H 3.044 1.856 5.108
H 3.968 -1.250 5.811
H -3.514 3.160 -2.076
H 2.659 -4.324 2.401
H 5.908 0.030 8.486
H -0.175 0.602 -4.773
H 6.042 2.067 7.319
H -6.001 4.060 -3.148
H 4.611 1.832 2.744
H 0.007 -3.785 -0.640
H -3.932 2.201 0.287
H 3.561 -2.798 4.284
H 7.947 -0.403 6.544
H -1.803 2.511 -5.253

15
Properties=species:S:1:pos:R:3 method="wB97M-V/def2-TZVPD" homo_ev=-8.86 lumo_energy_ev=1.11 charge=0
C 1.717 -1.118 0.447
C 0.251 0.732 0.877
C -0.213 -0.701 -1.011
C -0.548 0.410 -0.253
C 1.271 -0.068 1.263
C 0.811 -1.542 -0.521
C -1.804 1.256 -0.439
H -1.745 2.131 0.206
H -2.658 0.644 -0.158
H -1.935 1.633 -1.457
H 2.619 -1.700 0.548
H 0.895 -2.511 -1.006
H 1.966 0.276 2.023
H -0.531 -1.005 -1.998
H -0.097 1.563 1.480